This record from the OMol25 dataset describes the molecule C2H3Cl2NS in a non-equilibrium geometry. The level of theory is ωB97M-V with the def2-TZVPD basis set.

The geometry in XYZ format:
```
9
Properties=species:S:1:pos:R:3:forces:R:3:lowdin_charge:R:1
Cl -1.3200 -2.3031 -0.2579 0.152 0.077 -0.016 0.562
N 0.0806 0.9324 0.6003 -0.225 -0.275 -0.597 -0.370
H -0.5709 0.3977 -1.3139 -0.176 0.043 -0.347 0.101
H 0.1160 2.9445 1.5544 0.029 0.137 0.127 -0.152
C 0.1702 -1.3272 -0.1327 0.180 0.037 0.809 -1.095
S -0.2900 2.5755 0.3415 0.036 -0.283 -0.032 0.737
H 0.5989 -1.4839 0.8835 -0.399 0.176 -0.878 0.076
C -0.1621 0.1235 -0.3525 0.461 0.079 0.937 -0.431
Cl 1.3773 -1.8594 -1.3227 -0.057 0.010 -0.003 0.571
```
Forces are in eV/Å.

Results
- Energy relative to the best compared isomer or geometry (same formula, charge and spin): 12.21 kcal per mole
- LUMO: 0.5 eV
- E: -1451.30421 Ha